A) 9
Properties=species:S:1:pos:R:3:mulliken_charge:R:1 method="wB97M-V/def2-TZVPD" smiles="O=C(O)CS" e_homo_ev=-9.8 total_charge=0
O -2.13055 -0.67049 0.02104 -0.4744
C -1.13048 -0.06038 -0.03215 0.5701
O -1.14197 1.29713 -0.04314 -0.4253
C 0.27491 -0.80661 0.01784 -0.4398
S 1.83674 0.03037 -0.05235 -0.1664
H -0.18799 1.62236 0.00540 0.2936
H 0.18916 -1.30170 1.02003 0.2863
H 0.33365 -1.57868 -0.75123 0.2807
H 1.59088 0.96083 0.82608 0.0753


B) 9
Properties=species:S:1:pos:R:3:mulliken_charge:R:1 method="wB97M-V/def2-TZVPD" e_homo_ev="-10.7 / -10.8" total_charge=0
C -0.74624 0.02569 1.23771 -0.6938
C 1.14691 -0.27684 -0.83270 -0.6887
O -1.44939 -0.54005 -1.23424 -0.6011
O -0.55063 1.72143 -0.78110 -0.6066
S -0.52932 0.31009 -0.54008 1.0930
H -0.91684 -0.99270 1.54227 0.3758
H -0.20995 0.67155 1.91282 0.3728
H 1.93185 0.41359 -0.57741 0.3759
H 1.32360 -1.33278 -0.72727 0.3725


C) 9
Properties=species:S:1:pos:R:3:mulliken_charge:R:1 method="wB97M-V/def2-TZVPD" smiles="S=C1CO1.O" e_homo_ev=-8.8 total_charge=0
S 1.78290 1.92188 -1.10366 -0.3621
C 1.64658 0.43999 -0.57119 0.4265
C 0.74917 -0.60304 -0.01034 -0.2697
O 2.20616 -0.58300 0.07265 -0.3393
H 0.06458 -0.51754 0.76428 0.3797
H 0.28266 -1.17761 -0.78493 0.1672
O -1.87670 0.12769 0.80051 -0.6136
H -2.21574 -0.32655 -0.00660 0.3096
H -2.63961 0.71818 0.83929 0.3018


Energies relative to the most stable structure are A) 0.0; B) 429.6; C) 240.1, reported in kJ/mol.


A) 18
Properties=species:S:1:pos:R:3:mulliken_charge:R:1 method="wB97M-V/def2-TZVPD" smiles="N#C[C@]12CNC[C@H]1CN=N2" e_homo_ev=-9.8 total_charge=0
N 3.19961 -0.92958 -0.63493 -0.5095
C 2.16198 -0.57937 -0.20307 -0.2006
C 0.83797 -0.14611 0.30338 1.3593
C 0.04312 -1.30935 1.00660 -0.9900
N -1.00490 -1.59731 0.02619 -0.4122
C -1.42809 -0.29037 -0.43396 -0.7878
C -0.09557 0.38074 -0.78023 0.1165
C -0.01183 1.89308 -0.53567 -0.8806
N 0.58701 2.01717 0.83288 -0.3528
N 1.05153 0.94594 1.25493 -0.3056
H 0.70324 -2.19608 1.16718 0.4049
H -0.31205 -0.90805 1.97212 0.3635
H -1.67804 -2.20617 0.47343 0.2493
H -1.87092 0.38078 0.31289 0.3782
H -2.12141 -0.40745 -1.27931 0.3487
H 0.30124 0.06878 -1.74542 0.5219
H 0.61794 2.47910 -1.20533 0.3418
H -0.98083 2.40426 -0.53168 0.3550


B) 18
Properties=species:S:1:pos:R:3:mulliken_charge:R:1 method="wB97M-V/def2-TZVPD" e_homo_ev=-8.1 total_charge=0
C -1.98322 -1.36794 0.73295 -0.1841
C -2.09020 -0.80899 -0.46958 -0.7397
C -0.89060 0.61549 1.61158 0.0782
C -0.97655 1.30954 0.48436 -1.1054
C -0.68271 -0.77906 1.18039 -0.8369
C -0.89480 0.12805 -0.49046 1.3421
N 0.16155 -0.49750 -0.90663 -0.3368
N 1.90839 1.07866 -0.11636 -0.6955
N 2.35688 -0.89403 -1.41412 -0.5417
N 1.40519 0.02819 -1.01020 0.3506
H -2.59796 -2.05533 1.25179 0.5001
H -2.72204 -0.88568 -1.37043 0.3693
H -0.49398 0.93203 2.65162 0.2716
H -1.03791 2.35350 0.22814 0.3952
H 1.56667 2.07414 -0.40076 0.2781
H 1.39281 0.88303 0.68345 0.3827
H 3.10013 -0.42229 -1.90548 0.2358
H 2.47836 -1.69181 -0.74026 0.2365


Energies relative to the most stable structure are A) 0.0; B) 760.9, reported in kJ/mol.


A) 9
Properties=species:S:1:pos:R:3:mulliken_charge:R:1 method="wB97M-V/def2-TZVPD" smiles="N#C[Si@@H](O)[N+](=O)[O-]" e_homo_ev=-11.1 total_charge=0
N -2.08700 1.76677 0.44863 -0.3277
C -1.15219 1.29970 -0.03015 0.1932
Si 0.46206 0.37380 -0.48290 0.5509
O 1.67289 0.72048 0.51811 -0.4249
N -0.24004 -1.33959 -0.08699 0.7521
O -0.93669 -1.72013 -1.00268 -0.5177
O -0.19788 -1.75160 1.06696 -0.5203
H 0.90628 0.31290 -1.81697 -0.0744
H 1.57256 0.33768 1.38597 0.3689


B) 9
Properties=species:S:1:pos:R:3:mulliken_charge:R:1 method="wB97M-V/def2-TZVPD" smiles="N#C[Si@@H](O)[N+](=O)[O-]" e_homo_ev=-11.1 total_charge=0
N -2.43759 0.22154 -1.43250 -0.2874
C -1.34611 0.11380 -1.19796 0.2360
Si 0.37912 -0.01966 -0.63196 0.3691
O 0.93533 1.39641 -0.30253 -0.3686
N 0.24025 -0.74453 1.18921 0.8327
O 0.19107 -1.90579 1.38929 -0.5360
O 0.15173 0.23039 1.97800 -0.6011
H 1.13249 -0.95369 -1.58478 -0.0495
H 0.75371 1.66155 0.59322 0.4049


Energies relative to the most stable structure are A) 0.0; B) 17.8, reported in kJ/mol.


A) 8
Properties=species:S:1:pos:R:3:mulliken_charge:R:1 method="wB97M-V/def2-TZVPD" e_homo_ev=-5.4 total_charge=-1
N 1.16162 -0.35251 -0.13754 0.5927
N -2.00187 -0.17582 -0.09986 1.1481
O 2.03611 0.36616 -0.61579 -0.5617
O -1.29901 0.79993 0.26908 -0.7331
O -3.22794 -0.09654 -0.10075 -0.6914
O 1.37638 -1.42757 0.40038 -0.4823
O -1.45010 -1.20834 -0.47336 -0.6479
H 0.15736 0.18349 0.08362 0.3757


B) 8
Properties=species:S:1:pos:R:3:mulliken_charge:R:1 method="wB97M-V/def2-TZVPD" e_homo_ev="-3.9 / -3.9" total_charge=-1
N -0.92419 0.10888 0.12531 0.5051
N 1.48314 -0.26216 1.97302 1.0101
O -1.58992 1.15891 -0.00215 -0.6204
O 1.77147 0.00484 0.79250 -0.6483
O 2.36981 -0.66025 2.80427 -0.6687
O -0.78742 -0.60238 1.10706 -0.3419
O 0.31630 -0.28987 2.42359 -0.4825
H -0.33057 -0.06774 -0.78254 0.2467


Energies relative to the most stable structure are A) 0.0; B) 263.9, reported in kJ/mol.


A) 115
Properties=species:S:1:pos:R:3:mulliken_charge:R:1 method="wB97M-V/def2-TZVPD" e_homo_ev=-9.0 total_charge=+1
Lu -0.02475 0.82372 -0.58179 2.5531
C 0.21648 1.09548 -5.29644 -1.2801
C -0.20003 0.96923 -3.95911 0.0419
N 0.59110 1.17997 -2.93327 0.1847
C 1.88798 1.55056 -3.16375 -0.5955
C 2.37709 1.73977 -4.46788 1.3277
C 1.49967 1.48079 -5.54340 -1.1054
C 3.70239 2.20127 -4.66797 -1.0822
C 4.45617 2.49497 -3.57281 -0.9648
C 3.97555 2.29263 -2.26042 -1.1049
C 2.72356 1.76102 -2.01591 0.6437
N 2.14317 1.49222 -0.79208 0.3597
C 2.89167 1.50960 0.38030 -0.2655
C 4.22065 1.18264 0.54185 0.1067
C 4.84554 1.21001 1.81031 -1.4918
C 4.16467 1.57735 2.93279 -0.7172
C 2.78823 1.89682 2.81966 1.1902
C 1.99247 2.29723 3.91956 -0.8027
C 0.66728 2.57232 3.74624 -1.3103
C 0.10291 2.37883 2.47009 0.1982
N 0.80739 1.99451 1.43380 -0.0853
C 2.15562 1.82244 1.56955 -0.1765
H -0.48689 0.89830 -6.09333 0.5724
H -1.21413 0.68544 -3.72683 0.2346
H 1.86044 1.60380 -6.55778 0.4570
H 4.07576 2.34070 -5.67343 0.4476
H 5.45371 2.89735 -3.69633 0.4261
H 4.60754 2.58131 -1.43547 0.8166
H 4.80612 0.87745 -0.31348 0.6993
H 5.89050 0.93675 1.88069 0.3969
H 4.64885 1.62549 3.89927 0.4816
H 2.45393 2.39323 4.89570 0.4914
H 0.04171 2.91003 4.56074 0.4958
H -0.95897 2.51988 2.30585 0.2390
N 2.88907 -2.26904 5.75503 0.0823
C 3.97331 -2.66307 6.51917 0.7379
C 4.12003 -2.90679 7.88296 -1.0942
C 5.37454 -3.29699 8.30213 -0.4173
C 6.44495 -3.44217 7.39867 -0.4960
C 6.28494 -3.20008 6.05243 -0.8074
C 5.02158 -2.80314 5.60967 0.5252
N 4.58950 -2.50117 4.32448 -0.6192
C 3.33268 -2.19239 4.46088 0.0413
C 2.46520 -1.78354 3.34578 1.0002
C 2.96130 -1.80538 2.05292 -0.7347
C 2.15785 -1.35885 1.02185 -0.0668
N 0.91091 -0.89903 1.18699 0.5184
C 0.43211 -0.91435 2.43733 -0.8573
C 1.15985 -1.34274 3.52979 -0.9319
H 1.96394 -2.07389 6.08905 0.1491
H 3.30151 -2.79745 8.58156 0.3884
H 5.54226 -3.49848 9.35165 0.3915
H 7.41014 -3.75186 7.77566 0.3883
H 7.10246 -3.31040 5.35310 0.4442
H 3.97252 -2.13594 1.86405 0.5965
H 2.53505 -1.34014 0.01214 -0.0855
H -0.56146 -0.52315 2.56872 0.3187
H 0.69898 -1.28864 4.50679 0.3793
N 2.47758 -4.34448 -6.30582 -0.4598
C 2.20302 -3.74711 -5.36499 -0.2751
C 1.85919 -2.99202 -4.18332 0.5380
C 0.59547 -3.11702 -3.61993 -0.9361
C 0.29737 -2.34432 -2.51211 -0.7454
N 1.15948 -1.49210 -1.95392 0.5324
C 2.38044 -1.41653 -2.48438 0.2513
C 2.77864 -2.13509 -3.59913 -1.2759
H -0.13805 -3.79148 -4.03756 0.5603
H -0.68034 -2.40461 -2.05695 0.7358
H 3.06901 -0.72808 -2.00911 0.4284
H 3.77438 -2.01578 -4.00139 0.5667
N -3.53165 4.03627 2.42871 -0.6609
C -3.13133 4.19772 1.35230 0.6560
N -2.70132 4.39313 0.12127 -0.8347
C -1.87468 3.52020 -0.31657 0.6355
N -1.14197 2.75204 -0.80167 -0.4435
O -1.75977 0.42084 1.01846 -0.5343
S -3.07432 -0.08670 1.57766 0.1109
C -3.32510 0.59775 3.21334 -0.3008
C -4.84191 0.63107 3.33142 -0.7097
C -5.34599 1.32395 2.05878 -0.9265
C -4.42401 0.91513 0.89464 1.0664
H -2.90197 1.60347 3.21861 0.0157
H -2.82550 -0.03903 3.94263 0.5116
H -5.14582 1.16391 4.23034 0.4164
H -5.23485 -0.38666 3.40786 0.3241
H -5.28068 2.39865 2.19570 0.3427
H -6.38430 1.06927 1.85002 0.3583
H -3.93129 1.76124 0.41263 -0.8441
H -4.91399 0.30965 0.13450 0.1646
C -6.18908 -0.87152 -3.09361 -1.0320
N -4.88353 -1.22180 -2.55513 -0.1079
N -3.81184 -0.35333 -2.60030 1.4023
C -2.81345 -0.82884 -1.79012 -1.1468
O -1.69189 -0.27228 -1.69495 1.0019
C -3.31725 -2.01729 -1.19970 -0.6357
C -4.58868 -2.20878 -1.69083 0.5179
C -5.58988 -3.26492 -1.37653 -1.7833
C -3.71073 0.71448 -3.54468 -1.5728
C -3.68719 0.42583 -4.90330 0.6073
C -3.51905 1.46533 -5.80434 -0.9452
C -3.34931 2.76643 -5.34305 -0.5140
C -3.36732 3.03660 -3.98279 -0.7490
C -3.56401 2.00634 -3.07398 0.4085
H -6.08162 0.00325 -3.72690 0.4516
H -6.88982 -0.64620 -2.28976 0.3273
H -6.56689 -1.69463 -3.69619 0.3616
H -2.79044 -2.64881 -0.50532 0.5332
H -5.13913 -4.02087 -0.73909 0.4455
H -5.95199 -3.74758 -2.28454 0.3501
H -6.45205 -2.84555 -0.85451 0.3408
H -3.78499 -0.59855 -5.24154 0.5398
H -3.50569 1.25750 -6.86598 0.4417
H -3.20282 3.57239 -6.04938 0.4401
H -3.23102 4.04713 -3.62221 0.4756
H -3.57264 2.19799 -2.01105 0.3408


B) 115
Properties=species:S:1:pos:R:3:mulliken_charge:R:1 method="wB97M-V/def2-TZVPD" e_homo_ev=-9.1 total_charge=+1
Lu 0.45948 -0.10310 1.01296 3.2786
C 5.07969 -0.44368 2.32492 -1.2390
C 3.75867 0.03207 2.21142 -0.1571
N 2.72833 -0.73494 1.95844 -0.1365
C 2.93683 -2.08057 1.82718 -0.4474
C 4.22823 -2.63688 1.83159 1.3055
C 5.30877 -1.76681 2.11089 -0.6576
C 4.40940 -4.02136 1.59959 -0.8083
C 3.30754 -4.79835 1.38609 -1.3757
C 2.00795 -4.25743 1.43974 0.0674
C 1.77813 -2.91723 1.68934 -0.3409
N 0.55454 -2.27488 1.76240 0.2200
C -0.56133 -2.91660 2.26379 0.9097
C -0.61776 -4.14896 2.89255 -1.1913
C -1.82318 -4.68765 3.38808 -1.0279
C -3.00346 -4.01368 3.29920 -1.1085
C -2.99018 -2.70965 2.74962 1.0400
C -4.14736 -1.90235 2.70598 -0.9249
C -4.07530 -0.61744 2.25308 -1.1638
C -2.82297 -0.13108 1.84041 -0.2672
N -1.73445 -0.86832 1.82926 0.5258
C -1.78673 -2.15952 2.26477 -0.3601
H 5.88016 0.24503 2.55431 0.4728
H 3.56452 1.08561 2.34446 0.3811
H 6.31280 -2.17228 2.15402 0.4980
H 5.40698 -4.43950 1.61656 0.4918
H 3.42080 -5.85907 1.20130 0.4399
H 1.17066 -4.91509 1.26008 0.7917
H 0.28612 -4.71836 3.03656 0.8409
H -1.79418 -5.66315 3.85543 0.4272
H -3.92900 -4.42740 3.67354 0.4502
H -5.08489 -2.31147 3.06212 0.4575
H -4.93755 0.03361 2.23637 0.5886
H -2.71950 0.90074 1.52613 0.3542
N -4.74792 5.24694 0.60048 -0.0150
C -5.93150 5.81683 0.17492 0.7063
C -6.81190 6.70690 0.78661 -0.9848
C -7.91857 7.07327 0.05218 -0.4234
C -8.14620 6.57404 -1.24555 -0.4666
C -7.27284 5.69080 -1.83759 -0.7656
C -6.14617 5.30388 -1.10743 0.5077
N -5.12575 4.42931 -1.45027 -0.6858
C -4.33112 4.43304 -0.41676 -0.0371
C -3.11970 3.61265 -0.31126 0.8316
C -2.88458 2.57987 -1.21473 -1.2256
C -1.81382 1.73743 -0.99827 -1.0598
N -0.96500 1.86737 0.03365 0.7744
C -1.13684 2.93276 0.82134 -1.0041
C -2.19009 3.81629 0.69657 -1.6098
H -4.34290 5.31829 1.52002 0.1791
H -6.64078 7.09219 1.78178 0.4119
H -8.63174 7.76322 0.48163 0.3885
H -9.02771 6.89595 -1.78220 0.3893
H -7.44330 5.30228 -2.83175 0.4333
H -3.56174 2.42570 -2.04307 0.5807
H -1.61574 0.90286 -1.65077 1.1284
H -0.41601 3.07021 1.61431 0.8026
H -2.27544 4.60983 1.42199 0.6873
N 4.46410 6.44175 -1.09646 -0.4564
C 3.88912 5.50596 -0.76671 -0.3040
C 3.18207 4.32023 -0.34886 0.4610
C 2.71125 3.42010 -1.29556 -1.1243
C 2.06260 2.28292 -0.85209 -0.4804
N 1.86436 2.01372 0.43873 0.8941
C 2.29065 2.90405 1.33817 -0.4771
C 2.96221 4.06516 0.99724 -1.3884
H 2.84643 3.60201 -2.35217 0.6275
H 1.68006 1.55209 -1.55127 0.6923
H 2.06891 2.67753 2.37379 0.6627
H 3.29573 4.75325 1.76020 0.5582
N -2.49109 4.28775 3.70765 -0.5846
C -1.70198 3.50546 4.02918 0.6205
N -0.77512 2.64983 4.40895 -0.8836
C -0.26212 1.80008 3.62315 0.8003
N 0.29098 0.99974 2.96378 -0.6202
O -0.94111 -1.06558 -0.87242 -0.9263
S -2.15382 -1.97162 -0.96340 0.6113
C -3.53178 -1.09366 -1.71064 -0.6968
C -4.33868 -2.23397 -2.30992 -0.7700
C -3.34219 -3.09274 -3.11304 -0.6935
C -1.95372 -2.96900 -2.45748 -0.5201
H -3.12879 -0.43045 -2.47964 0.3613
H -4.04415 -0.51509 -0.94475 0.3696
H -5.14599 -1.85234 -2.93258 0.3996
H -4.80222 -2.82173 -1.51534 0.3536
H -3.28353 -2.73427 -4.13968 0.2946
H -3.66404 -4.13119 -3.15328 0.3057
H -1.22782 -2.42172 -3.06154 0.3102
H -1.51886 -3.92360 -2.17251 0.4210
C 4.49533 -3.50679 -3.39456 -1.1190
N 3.55021 -3.16632 -2.34045 0.2887
N 3.39022 -1.85773 -1.92727 0.5705
C 2.15666 -1.72413 -1.33128 -0.0069
O 1.81423 -0.65698 -0.75972 0.3299
C 1.51093 -2.97540 -1.47803 -0.8131
C 2.39427 -3.81981 -2.09214 -0.5005
C 2.22956 -5.23848 -2.50623 -2.0922
C 4.52066 -1.00609 -1.78150 -0.2395
C 5.70916 -1.51884 -1.28330 0.6570
C 6.81419 -0.68857 -1.17989 -0.8777
C 6.72020 0.64899 -1.53554 -0.6550
C 5.52232 1.15080 -2.02707 -0.8099
C 4.42348 0.31880 -2.17345 -0.3851
H 5.15111 -2.65810 -3.56563 0.4207
H 3.96916 -3.74034 -4.32002 0.3335
H 5.10087 -4.35656 -3.08499 0.3601
H 0.56419 -3.22978 -1.04358 1.0631
H 1.32489 -5.64875 -2.06348 0.4214
H 3.07504 -5.84423 -2.18162 0.3752
H 2.14919 -5.32941 -3.59099 0.4460
H 5.76000 -2.55559 -0.97619 0.5201
H 7.74767 -1.08747 -0.80605 0.4267
H 7.58059 1.29635 -1.44270 0.4552
H 5.45080 2.18883 -2.32323 0.4804
H 3.49917 0.67877 -2.60064 0.6541


Energies relative to the most stable structure are A) 0.0; B) 8.8, reported in kJ/mol.


A) 9
Properties=species:S:1:pos:R:3:mulliken_charge:R:1 method="wB97M-V/def2-TZVPD" smiles="O=c1ncnnnn1" e_homo_ev=-10.0 total_charge=0
O 1.57553 -0.69243 1.11426 -0.4994
C 0.87200 -0.56075 0.06662 0.7224
N -0.04960 -1.40941 -0.52385 -0.3633
C -1.26622 -0.89632 -0.10999 0.0655
N -1.41503 0.34398 0.65591 -0.1280
N -0.62898 1.33851 0.50732 -0.0294
N 0.05897 1.43434 -0.82929 -0.0178
N 0.89568 0.50313 -0.98395 -0.1270
H -2.26624 -1.19199 -0.43683 0.3770


B) 9
Properties=species:S:1:pos:R:3:mulliken_charge:R:1 method="wB97M-V/def2-TZVPD" smiles="O=c1ncnnnn1" e_homo_ev=-9.8 total_charge=0
O -2.35267 0.13240 0.80354 -0.4673
C -1.29089 0.14226 0.15849 0.5448
N -0.33431 1.18534 -0.29674 -0.3062
C 0.95322 0.97095 -0.10076 0.2043
N 1.54070 -0.08268 0.68076 -0.1061
N 0.94719 -1.21295 0.72567 -0.0756
N -0.04387 -1.57264 -0.44227 -0.0886
N -1.14160 -1.10927 -0.52319 -0.0028
H 1.72223 1.54658 -1.00551 0.2974


Energies relative to the most stable structure are A) 0.0; B) 52.7, reported in kJ/mol.